{
  "formula": "C35H30N11O6SbSe4Ti",
  "method": "wB97M-V/def2-TZVPD",
  "e_homo_ev": [-4.007, -4.288],
  "e_tot_ev": -356501.6450,
  "total_charge": -1,
  "largest_force_ha_per_bohr": 0.016,
  "multiplicity": 2,
  "species": ["Ti", "O", "C", "C", "C", "C", "C", "C", "C", "O", "N", "O", "O", "H", "H", "H", "H", "Se", "Sb", "Se", "Se", "Se", "C", "C", "O", "N", "C", "C", "C", "C", "C", "C", "N", "H", "H", "H", "H", "H", "H", "H", "H", "H", "H", "C", "N", "C", "N", "C", "N", "C", "C", "C", "C", "C", "C", "C", "N", "N", "C", "O", "C", "C", "C", "C", "C", "C", "N", "C", "N", "C", "N", "C", "H", "H", "H", "H", "H", "H", "H", "H", "H", "H", "H", "H", "H", "H", "H", "H"],
  "positions_angstrom": [[-2.5582, 0.1970, -1.0742], [-3.2324, 1.6146, -0.0259], [-2.7618, 2.2794, 1.0150], [-1.4595, 2.0921, 1.5570], [-1.0082, 2.9400, 2.5804], [0.2335, 2.7557, 3.1558], [1.0665, 1.7012, 2.7773], [0.6548, 0.8771, 1.7533], [-0.5656, 1.0656, 1.0726], [-0.8320, 0.3273, 0.0496], [0.7018, 3.7053, 4.1505], [1.8010, 3.5273, 4.6555], [-0.0087, 4.6629, 4.4226], [-3.4253, 3.0181, 1.4544], [-1.6361, 3.7539, 2.9175], [2.0180, 1.5632, 3.2718], [1.2707, 0.0457, 1.4279], [-6.5033, -4.4273, -1.2650], [-5.8524, -3.8457, -3.5287], [-3.7195, 0.3995, -3.2477], [-4.6135, -1.0619, -1.7101], [-3.7828, -4.9564, -4.0422], [-5.0472, -1.2564, 1.6530], [-3.8664, -1.8458, 0.9536], [-2.8987, -1.1430, 0.6067], [-3.8585, -3.1540, 0.7028], [-2.7147, -3.7246, 0.0109], [-1.4473, -3.5651, 0.8283], [-1.4774, -3.4359, 2.2170], [-0.2967, -3.2247, 2.9004], [0.8901, -3.1607, 2.1855], [0.8246, -3.3306, 0.8155], [-0.3100, -3.5275, 0.1415], [-5.4411, -0.4397, 1.0497], [-4.7091, -0.8409, 2.6040], [-5.8283, -1.9953, 1.8224], [-4.7085, -3.6906, 0.7980], [-2.5787, -3.2210, -0.9448], [-2.9238, -4.7717, -0.2041], [-2.4197, -3.4734, 2.7461], [-0.3042, -3.0984, 3.9759], [1.8399, -2.9789, 2.6710], [1.7309, -3.2990, 0.2225], [1.9632, -2.5607, -3.2042], [0.5856, -2.2544, -2.8283], [0.0889, -1.4020, -1.9397], [-1.2228, -1.3390, -2.0772], [-1.4884, -2.2111, -3.0951], [-0.4160, -2.7815, -3.5806], [2.9183, -2.4991, -2.0416], [3.5384, -3.6435, -1.5528], [4.3964, -3.5678, -0.4614], [4.6115, -2.3586, 0.1822], [3.9897, -1.2105, -0.3024], [3.1797, -1.2809, -1.4301], [4.1174, 0.0698, 0.3969], [4.7648, 0.3720, 1.4658], [4.4542, 1.7021, 1.7467], [3.6456, 2.0885, 0.8229], [3.3931, 1.1086, -0.0812], [2.9295, 3.3536, 0.6600], [2.9511, 4.3198, 1.6621], [2.1772, 5.4578, 1.5161], [1.3874, 5.6357, 0.3852], [1.3744, 4.6786, -0.6195], [0.5138, 4.8391, -1.8549], [-0.1025, 3.5808, -2.2370], [-1.1101, 2.9565, -1.6218], [-1.2631, 1.7557, -2.1366], [-0.3025, 1.6873, -3.0878], [0.4335, 2.7704, -3.1810], [2.1501, 3.5361, -0.4752], [2.2677, -1.8567, -3.9824], [1.9421, -3.5545, -3.6437], [0.6441, -0.8608, -1.1957], [-2.4794, -2.4331, -3.4583], [3.3362, -4.6013, -2.0159], [4.8731, -4.4660, -0.0920], [5.2437, -2.2914, 1.0573], [2.7277, -0.3755, -1.8146], [3.5300, 4.1469, 2.5589], [2.1583, 6.1974, 2.3058], [0.7633, 6.5178, 0.3001], [1.0957, 5.1672, -2.7151], [-0.2758, 5.5693, -1.6777], [-1.6831, 3.3807, -0.8133], [-0.1699, 0.8304, -3.7283], [2.1258, 2.7685, -1.2376]]
}